A) 13
Properties=species:S:1:pos:R:3 method="wB97M-V/def2-TZVPD" smiles=N#C[C@H]1[C@H]2CCN21 homo_energy_ha=-0.3619 total_charge=0 gap_ev=10.79
N 2.3859 0.0573 1.5757
N -0.2001 0.9768 -0.7771
C -0.1166 -0.5022 -0.9474
C -0.9212 0.7416 0.5156
C 1.1012 0.2973 -0.6807
C -0.8887 -0.7925 0.3307
C 1.8195 0.1711 0.5723
H 1.7412 0.5242 -1.5288
H -1.8743 -1.2239 0.1470
H -1.9210 1.1729 0.4431
H -0.4093 1.1569 1.3887
H -0.2608 -0.9811 -1.9128
H -0.3656 -1.3848 1.0874

***

B) 13
Properties=species:S:1:pos:R:3 method="wB97M-V/def2-TZVPD" homo_energy_ha=-0.3633 total_charge=0 gap_ev=10.76
N -0.6115 0.1679 0.9718
N 2.6638 -0.9837 1.3402
C 1.8302 -0.2874 0.9213
C 0.2753 0.5157 -1.0328
C -1.1209 0.3578 -0.4192
C -1.1744 -0.9609 0.2233
C 0.7292 0.5387 0.4445
H -0.5130 -1.7473 -0.1430
H 0.6004 -0.3601 -1.6068
H 0.8853 1.5783 0.7509
H 0.4858 1.4221 -1.6018
H -1.9298 1.0665 -0.4783
H -2.1204 -1.3076 0.6300

***

It turns out A) is the most stable, with the second structure 23.6 kJ/mol higher.

***

A) 13
Properties=species:S:1:pos:R:3 method="wB97M-V/def2-TZVPD" smiles="[H]/N=C/C#C.C=C=N" homo_energy_ha=-0.3332 total_charge=0 gap_ev=9.75
N -2.7670 0.7888 -0.0367
N 1.2936 0.6895 -1.4161
C -1.5664 0.5076 0.2240
C 1.5716 0.2883 -0.3076
C -0.6318 -1.8671 -0.3578
C 1.8519 0.1006 0.9427
C -1.0299 -0.7564 -0.1315
H 1.1836 -0.4300 1.5943
H -0.2439 -2.8121 -0.5927
H -3.0682 1.7131 0.2662
H 1.4694 0.1711 -2.2627
H 2.7893 0.4409 1.3453
H -0.8522 1.1658 0.7325

***

B) 13
Properties=species:S:1:pos:R:3 method="wB97M-V/def2-TZVPD" smiles="C#C/C=N/N1CC1" homo_energy_ha=-0.3560 total_charge=0 gap_ev=10.50
N 0.2922 0.0221 -0.8128
N -1.1375 0.1755 -1.1224
C -2.1309 -0.0754 -0.0632
C -1.9150 1.3456 -0.4800
C 2.0212 -0.6360 0.7833
C 0.5615 -0.2224 0.3473
C 3.1182 -0.8353 1.2798
H -1.7259 -0.2597 0.9716
H -0.0106 -0.2855 1.2757
H -1.2675 1.4293 0.4396
H 4.3126 -0.9576 1.2387
H -2.3889 2.0451 -1.0168
H -2.9323 -0.8143 -0.5657

***

C) 13
Properties=species:S:1:pos:R:3 method="wB97M-V/def2-TZVPD" smiles=N#C[C@H]1C[C@H]2CN21 homo_energy_ha=-0.3674 total_charge=0 gap_ev=10.96
N -2.5598 1.2745 0.4314
N 1.0183 0.7638 -0.1961
C 0.0030 -0.9336 0.7655
C 0.9127 -0.7182 -0.4277
C 0.3566 0.2539 -1.4012
C -1.4237 1.0654 0.4624
C -0.0821 0.6102 0.8297
H 1.7932 -1.3347 -0.6081
H 0.5312 -1.3333 1.6331
H -0.9275 -1.4852 0.6080
H 0.1281 1.0836 1.7899
H -0.7170 0.4806 -1.4187
H 0.8455 0.4347 -2.3554

***

D) 13
Properties=species:S:1:pos:R:3 method="wB97M-V/def2-TZVPD" homo_energy_ha=-0.3515 total_charge=0 gap_ev=10.34
N -0.8152 -0.8677 2.1540
N 1.6878 1.0796 -3.0635
C 0.0256 -0.2481 1.1463
C 0.9004 0.7036 -2.0610
C -0.7307 -0.2476 -0.1714
C 2.2753 1.4037 -3.9955
C 0.2020 0.3122 -1.1764
H 1.0041 -0.8195 1.1111
H -1.7859 -0.4704 2.0995
H -1.6153 0.3956 -0.1319
H 0.2991 0.7820 1.4755
H -0.4399 -0.7755 3.1044
H -1.0072 -1.2479 -0.4911

***

It turns out C) is the most stable, with the second structure 80.7 kJ/mol higher.

***

A) 13
Properties=species:S:1:pos:R:3 method="wB97M-V/def2-TZVPD" smiles=C[C@H]1c2cncn21 homo_energy_ha=-0.3145 total_charge=0 gap_ev=9.60
N 0.3853 -1.2102 -2.1963
N -0.1510 -0.7607 0.0679
C -0.1313 -1.8640 -1.2666
C 0.2773 0.3337 -0.6061
C 0.5538 0.1221 -1.9219
C -0.5483 0.5599 0.5714
C 0.0170 0.9315 1.9152
H -0.7410 0.8232 2.6868
H 0.8595 0.2860 2.1522
H 0.3613 1.9618 1.9059
H -1.5649 0.9167 0.3938
H -0.2630 -2.8872 -1.0391
H 0.9453 0.7873 -2.6632

***

B) 13
Properties=species:S:1:pos:R:3 method="wB97M-V/def2-TZVPD" homo_energy_ha=-0.3122 total_charge=0 gap_ev=9.48
N -1.8522 -0.0527 0.0297
N -1.0396 -0.9693 0.1338
C 0.1305 -0.5169 -0.2086
C 1.7815 0.6648 0.0662
C -1.0963 1.1662 -0.0319
C 0.2133 0.8046 -0.0041
C 1.4707 -0.8345 -0.0262
H 1.6309 -1.4673 0.8766
H 2.3648 0.7572 1.1717
H -1.5004 2.0427 -0.0708
H -1.3986 -1.8114 -0.0936
H 1.7046 -1.1888 -1.0865
H 2.4427 1.1165 -0.7144

***

C) 13
Properties=species:S:1:pos:R:3 method="wB97M-V/def2-TZVPD" smiles=Cc1cnccn1 homo_energy_ha=-0.3500 total_charge=0 gap_ev=10.07
N 1.3960 -0.8420 1.0099
N -0.4971 1.0197 0.2239
C 0.5584 -1.0732 -0.0219
C 0.2450 1.2358 1.3240
C -1.1996 -0.2418 -1.6971
C 1.1760 0.2549 1.7336
C -0.3166 -0.1210 -0.4649
H -0.5692 -0.5034 -2.5458
H 0.7517 -2.0587 -0.5103
H -2.0249 -1.0070 -1.6310
H 0.2385 2.1337 1.8682
H 1.9134 0.4794 2.5247
H -1.6716 0.7235 -1.8134

***

It turns out C) is the most stable, with the second structure 334.8 kJ/mol higher.

***

A) 13
Properties=species:S:1:pos:R:3 method="wB97M-V/def2-TZVPD" homo_energy_ha=-0.3302 total_charge=0 gap_ev=9.71
N -0.1419 0.3869 -0.0297
N 1.4753 1.8836 -2.1870
C 0.3752 -0.2152 2.2007
C -0.4472 -0.3241 -0.9500
C -0.6129 -0.8686 -2.1035
C -0.4754 0.2951 1.3346
C 1.7604 2.3013 -3.2434
H 0.2413 -1.4800 -2.5417
H -1.4616 0.7065 1.7511
H -1.5614 -0.6267 -2.5316
H 1.5298 1.5735 -1.2111
H 0.1416 -0.3506 3.2161
H 1.3591 -0.4173 1.9559

***

B) 13
Properties=species:S:1:pos:R:3 method="wB97M-V/def2-TZVPD" homo_energy_ha=-0.3198 total_charge=0 gap_ev=9.68
N 0.0359 -0.1082 1.6875
N -0.5648 -1.0320 -0.4440
C 0.7152 -0.3398 -0.8495
C 0.0983 1.0427 -0.7967
C -0.9817 0.6420 1.3773
C 0.5532 -1.0640 0.4315
C -1.1124 0.3538 -0.1121
H 0.6104 1.8190 -0.2186
H 0.5440 -0.4683 2.4660
H -2.0945 0.5074 -0.5541
H -0.1342 1.4098 -1.7957
H 1.2814 -0.7033 -1.7093
H 1.0492 -2.0590 0.5176

***

It turns out A) is the most stable, with the second structure 59.0 kJ/mol higher.

***

A) 13
Properties=species:S:1:pos:R:3 method="wB97M-V/def2-TZVPD" homo_energy_ha=-0.3379 total_charge=0 gap_ev=9.34
N 0.5421 -1.4699 -2.3786
N -0.1535 -1.6153 2.0361
C -0.1268 -0.8503 1.1763
C -0.1706 1.7436 1.2684
C 0.3878 -0.2091 -0.2799
C -0.1279 -0.9823 -1.4198
C -0.5218 0.8127 0.3215
H 1.4579 -0.0114 -0.2431
H 1.5307 -1.2002 -2.3714
H -1.4846 0.9004 -0.1662
H 0.7828 1.7051 1.7638
H -0.9207 2.3816 1.7051
H -1.1956 -1.2048 -1.4123

***

B) 13
Properties=species:S:1:pos:R:3 method="wB97M-V/def2-TZVPD" smiles="[H]/N=C/CC#N.C#C" homo_energy_ha=-0.3832 total_charge=0 gap_ev=11.13
N 1.4377 1.7199 -1.8162
N 0.4975 1.4822 1.9544
C 1.3606 0.5878 -1.2611
C -2.2587 -1.4933 1.3345
C -1.2120 -2.0829 1.2717
C 0.3392 1.0300 0.9038
C 0.0974 0.4090 -0.3641
H -0.4279 -2.5889 1.6749
H -3.0325 -0.9842 0.9308
H -0.2884 -0.7335 -0.2314
H 1.9823 -0.3406 -1.1280
H 2.2123 1.8852 -2.4288
H -0.7074 1.1094 -0.8405

***

C) 13
Properties=species:S:1:pos:R:3 method="wB97M-V/def2-TZVPD" smiles="[H]/N=C1/C=CC(=C)N1" homo_energy_ha=-0.2831 total_charge=0 gap_ev=7.39
N 0.3985 -2.6596 0.5051
N 0.8846 -0.2983 -0.2268
C -1.0775 0.5088 0.4454
C -0.8982 -0.7841 0.9612
C 0.2024 1.9605 -0.9900
C 0.1329 0.6881 -0.2890
C 0.3784 -1.2419 0.4871
H -1.4922 -1.4191 1.4962
H -1.7862 1.4166 0.6462
H 1.1167 -2.9040 -0.0752
H -0.7528 2.5474 -0.8783
H 2.0461 -0.0774 -0.3940
H 0.8473 2.2630 -1.6876

***

D) 13
Properties=species:S:1:pos:R:3 method="wB97M-V/def2-TZVPD" homo_energy_ha="-0.2865 / -0.2865" total_charge=0 gap_ev="7.49 / 7.48"
N -0.1329 0.6290 -0.7940
N 2.4922 -0.5511 1.1637
C -0.3487 -0.6944 -0.8276
C 1.9651 -0.0445 0.2524
C -0.9701 0.7861 0.4366
C 1.2882 0.6050 -0.8011
C -1.1153 -0.7701 0.4549
H -1.8894 1.3414 0.2400
H -2.1086 -1.2257 0.4208
H -0.4103 1.2238 1.2641
H 1.8187 1.2834 -1.4556
H -0.5289 -1.2151 1.2692
H -0.0598 -1.3677 -1.6235

***

It turns out A) is the most stable, with the second structure 49.2 kJ/mol higher.